# 1
ORCA calculation (the ωB97M-V functional and the def2-TZVPD basis) on a 2-piece molecular cluster, C2H2I2S2 overall at a distorted geometry.

XYZ file:
```
8
Properties=species:S:1:pos:R:3:forces:R:3:nbo_charge:R:1
C 1.181318 -0.002120 0.298535 0.517 0.026 -0.903 -0.3529
C 0.525160 0.240963 1.396000 -0.244 0.462 0.885 -0.3557
S 1.065025 -1.518301 -0.527930 -0.540 0.212 0.085 0.1666
S -0.306983 0.216350 2.708768 -0.435 -0.007 0.574 0.2292
I 2.248541 1.576729 -0.628301 0.342 0.043 -0.279 0.1574
I -2.577026 0.897352 -1.043195 -0.439 0.536 1.178 -0.0897
H -0.106988 -1.674258 0.139068 0.310 -0.718 -0.369 0.1525
H -2.029048 0.263285 -2.342945 0.488 -0.556 -1.170 0.0926
```
Forces are in eV/Å.

Results
Electronic energy = -1469.04461 a.u.
Gap between HOMO and LUMO (spin up / spin down) = 7.0 / 7.3 eV
Spin multiplicity = 3
Energy relative to the best compared isomer or geometry (same formula, charge and spin) = 15.26 kcal per mole


# 2
ORCA calculation (the ωB97M-V functional and the def2-TZVPD basis) on a 2-piece molecular cluster, C28H28N6O5 overall at a distorted geometry.

XYZ file:
```
67
Properties=species:S:1:pos:R:3:forces:R:3:nbo_charge:R:1
C 6.913418 -0.772478 0.704109 0.225 -0.097 -0.088 -0.6277
C 5.537932 -0.195572 0.832622 -0.347 0.230 -0.047 -0.0037
C 5.400209 1.192632 0.927800 -0.249 -0.318 0.062 -0.2135
C 4.159424 1.796141 1.120034 0.110 -0.679 -0.341 -0.0158
C 4.137167 3.285365 1.238491 0.090 0.671 -0.177 -0.6467
C 3.017653 0.971923 1.201668 0.597 0.088 0.610 0.1838
N 1.767648 1.578005 1.487786 0.105 -0.446 -0.302 -0.4294
C 0.556925 1.246490 0.910027 -0.879 -0.698 -0.743 0.4096
C 0.244867 0.388848 -0.121574 0.858 0.995 1.076 -0.7125
N -0.394159 1.955229 1.640955 -0.116 0.116 -0.040 -0.4315
C -1.763202 1.598901 1.559621 -0.180 -0.402 -0.353 0.1060
C -2.233074 0.602889 2.430784 -0.415 0.011 -0.730 0.0264
C -1.440940 0.123077 3.604007 0.043 -0.326 0.397 -0.6398
C -3.436501 -0.021227 2.101769 0.096 0.306 -0.099 -0.2229
C -4.155832 0.345958 0.960844 0.241 0.202 -0.001 0.0151
C -5.357156 -0.460627 0.592565 -0.281 -0.233 0.037 -0.6432
C -3.705926 1.408519 0.165156 0.056 -0.264 0.281 -0.2370
C -2.492152 2.040509 0.444916 -0.161 -0.333 0.425 0.0228
C -1.972831 3.113422 -0.465614 -0.143 0.288 -0.329 -0.6434
C 0.217585 2.626931 2.676122 0.795 0.469 0.333 -0.0611
C 1.544896 2.434613 2.562892 -0.454 0.328 0.788 -0.0997
C 3.150104 -0.427818 1.224428 0.217 0.187 -0.172 -0.0149
C 2.058075 -1.345478 1.677941 -0.122 -0.819 -0.043 -0.6514
C 4.398375 -0.995560 0.936648 0.169 0.474 0.170 -0.2130
H 6.876254 -1.862681 0.628071 0.109 0.154 -0.045 0.2150
H 7.422206 -0.358913 -0.176235 -0.037 -0.198 0.160 0.2204
H 7.512065 -0.504856 1.586256 -0.094 -0.126 -0.220 0.2201
H 6.290366 1.824520 0.849423 -0.259 -0.181 0.082 0.2051
H 3.137969 3.710303 1.306191 0.093 -0.038 -0.104 0.2273
H 4.706436 3.616607 2.122991 -0.194 -0.120 -0.257 0.2207
H 4.621763 3.728118 0.358007 -0.063 -0.049 0.218 0.2283
H -0.762170 0.443098 -0.508965 0.329 -0.030 0.028 0.2002
H 1.076070 -0.119788 -0.593242 -0.401 0.123 -0.329 0.2225
H -2.068605 -0.560179 4.189286 0.187 0.146 -0.044 0.2187
H -0.551401 -0.446949 3.296295 -0.136 0.295 -0.003 0.2288
H -1.125913 0.939167 4.265033 0.018 -0.202 -0.191 0.2234
H -3.801656 -0.847608 2.719799 0.098 0.298 -0.160 0.2081
H -6.007983 0.073634 -0.105127 -0.050 -0.068 0.197 0.2123
H -5.027324 -1.386416 0.104379 -0.286 0.444 0.320 0.2456
H -5.899512 -0.747907 1.500951 -0.140 0.136 -0.278 0.2155
H -4.282502 1.727565 -0.709674 0.146 -0.159 0.309 0.2091
H -2.762773 3.370083 -1.182338 0.211 -0.004 0.086 0.2137
H -1.715513 4.034456 0.072757 0.059 -0.278 -0.036 0.2250
H -1.096472 2.787338 -1.042595 -0.106 0.038 0.241 0.2393
H -0.340536 3.209082 3.393652 0.074 -0.005 -0.171 0.2289
H 2.358549 2.857797 3.133617 -0.213 -0.249 -0.021 0.2317
H 2.481113 -2.360147 1.714683 -0.182 0.240 0.198 0.2119
H 1.674943 -1.099460 2.682381 0.195 0.087 -0.351 0.2190
H 1.201579 -1.390370 1.000359 0.063 0.146 0.196 0.2469
H 4.473177 -2.085694 0.867474 0.080 0.383 0.160 0.2069
O -3.938930 -4.669747 -5.491184 1.940 1.534 0.434 -0.3292
N -2.880475 -4.019609 -5.560189 -0.252 -1.570 -2.485 0.4940
O -2.110864 -4.079081 -6.544667 -1.201 0.252 1.811 -0.3694
C -2.472866 -3.150908 -4.475590 0.725 0.959 1.123 0.0172
C -1.241933 -2.497838 -4.507097 -1.804 -1.017 -0.680 -0.1486
C -0.874069 -1.638221 -3.451748 -2.013 -0.026 2.327 0.1017
N 0.300095 -0.825477 -3.679431 2.815 1.938 -0.485 0.4745
O 1.086434 -1.202916 -4.578344 -1.576 0.436 1.661 -0.3659
O 0.481344 0.220926 -3.021674 -0.930 -2.399 -1.186 -0.3264
C -1.628468 -1.534840 -2.258388 1.370 0.131 -1.397 -0.1174
C -2.857465 -2.235256 -2.186311 -1.569 -1.236 0.751 0.0357
N -3.765779 -2.364451 -1.175597 -0.119 -0.450 -2.855 -0.0398
O -4.850046 -3.065446 -1.791848 2.823 0.682 -0.327 -0.1108
N -4.566714 -3.455077 -3.076808 1.493 1.018 1.055 -0.0099
C -3.321321 -2.974998 -3.310517 -1.505 -0.882 -0.566 0.1215
H -0.585990 -2.597912 -5.367385 -0.205 -0.053 0.186 0.2965
H -1.315594 -0.950616 -1.410641 0.253 0.147 -0.071 0.2758
```
Forces are in eV/Å.

Results
SMILES = C=C1N(c2c(C)cc(C)cc2C)C=CN1c1c(C)cc(C)cc1C.O=[N+]([O-])c1cc([N+](=O)[O-])c2nonc2c1
Electronic energy = -1788.17028 a.u.
Gap between HOMO and LUMO = 4.0 eV
Energy relative to the best compared isomer or geometry (same formula, charge and spin) = 0.00 kcal per mole